[1]
4 unconnected molecules or ions with the total composition C4H18N2O3S, computed with the ωB97M-V functional and the def2-TZVPD basis.

CARTESIAN COORDINATES (ANGSTROEM)
N1 -2.092 -0.325 1.825
C1 -2.575 -1.257 0.759
C2 -1.464 -1.637 -0.298
N2 -0.511 -0.539 -0.660
C3 0.586 -0.902 -1.557
C4 1.420 0.359 -1.823
S1 3.244 0.231 -1.365
H1 -1.253 -0.794 2.088
H2 -1.797 0.572 1.449
H3 -3.001 -2.212 1.159
H4 -3.361 -0.718 0.148
H5 -1.930 -1.973 -1.223
H6 -0.786 -2.335 0.235
H7 -1.093 0.167 -1.090
H8 0.312 -1.205 -2.560
H9 1.068 -1.710 -1.022
H10 1.572 0.520 -2.905
H11 1.196 1.265 -1.269
H12 3.228 -0.902 -0.629
O1 0.934 -0.727 2.315
H13 1.770 -0.435 1.985
H14 0.456 0.038 2.608
O2 -2.748 1.946 0.053
H15 -3.417 1.613 -0.585
H16 -3.309 2.200 0.810
O3 0.252 1.847 1.397
H17 -0.068 1.250 0.708
H18 0.984 2.434 1.290

For the total energy, the calculation gives -896.55948 hartree. The energy relative to the best compared isomer or geometry (same formula, charge and spin) is 25.1 kcal/mol. For the largest force on an atom, the calculation gives 0.04905 hartree/bohr. The orbital gap is 9.592 eV. The HOMO energy comes out at -9.115 eV.

=====

[2]
5 unconnected molecules or ions with the total composition C4H18N2O5, computed with the ωB97M-V functional and the def2-TZVPD basis.

CARTESIAN COORDINATES (ANGSTROEM)
C1 -0.856 -1.821 1.509
N1 -0.705 -0.582 2.266
C2 -0.986 0.595 1.472
C3 0.134 0.984 0.524
O1 1.271 0.500 0.666
N2 -0.071 1.906 -0.425
C4 -1.381 2.467 -0.735
H1 -0.642 -2.661 2.171
H2 -0.223 -1.884 0.619
H3 -1.886 -1.912 1.178
H4 0.215 -0.504 2.673
H5 -1.903 0.435 0.907
H6 -1.168 1.440 2.146
H7 0.721 2.100 -1.030
H8 -1.291 3.238 -1.493
H9 -2.061 1.715 -1.136
H10 -1.808 2.885 0.171
O2 -1.995 -0.955 -2.437
H11 -1.036 -1.180 -2.483
H12 -2.441 -1.692 -2.862
O3 0.589 -1.800 -2.722
H13 1.271 -1.223 -2.296
H14 0.870 -1.857 -3.644
O4 2.839 0.269 3.040
H15 2.369 0.259 2.168
H16 2.234 -0.109 3.702
O5 2.516 -0.135 -1.696
H17 2.094 0.099 -0.827
H18 3.331 -0.576 -1.427

For the total energy, the calculation gives -648.94134 hartree. The energy relative to the best compared isomer or geometry (same formula, charge and spin) is 17.9 kcal/mol. For the largest force on an atom, the calculation gives 0.01960 hartree/bohr. The orbital gap is 9.853 eV. The HOMO energy comes out at -9.229 eV.

=====

[3]
4 unconnected molecules or ions with the total composition C4H18NO3, computed with the ωB97M-V functional and the def2-TZVPD basis.

CARTESIAN COORDINATES (ANGSTROEM)
C1 -0.968 -2.703 -0.455
C2 -1.016 -1.207 -0.914
C3 -1.303 -0.202 0.129
C4 -1.848 0.999 -0.533
N1 0.443 -0.762 -1.257
H1 -0.366 -3.206 -1.250
H2 -2.022 -3.149 -0.585
H3 -0.560 -2.924 0.590
H4 -1.714 -1.063 -1.804
H5 -1.988 -0.821 0.702
H6 -0.565 -0.007 1.002
H7 -2.917 1.165 -0.241
H8 -1.280 1.946 -0.137
H9 -1.827 0.925 -1.648
H10 0.878 -1.084 -2.224
H11 0.581 0.325 -1.190
H12 1.168 -1.024 -0.490
H13 1.313 6.447 0.422
H14 0.390 5.559 -0.336
O1 1.315 5.479 -0.070
H15 -0.015 -0.173 3.422
H16 0.717 -1.407 3.252
O2 -0.092 -0.988 2.988
H17 3.722 0.123 0.313
H18 4.386 -1.368 0.072
O3 3.565 -0.880 0.242

For the total energy, the calculation gives -443.36472 hartree. Its charge is +1. The energy relative to the best compared isomer or geometry (same formula, charge and spin) is 64.5 kcal/mol. For the largest force on an atom, the calculation gives 0.09165 hartree/bohr. The orbital gap is 10.556 eV. The HOMO energy comes out at -13.761 eV.

=====

[4]
5 unconnected molecules or ions with the total composition C4H18O4, computed with the ωB97M-V functional and the def2-TZVPD basis.

CARTESIAN COORDINATES (ANGSTROEM)
C1 2.173 -0.938 -2.310
C2 1.348 -0.101 -3.342
C3 0.340 0.798 -2.658
C4 -0.546 1.549 -3.674
H1 2.060 -0.543 -1.303
H2 3.230 -0.985 -2.558
H3 1.703 -1.922 -2.203
H4 0.847 -0.816 -3.999
H5 2.087 0.384 -3.925
H6 -0.280 0.145 -2.037
H7 0.827 1.492 -1.997
H8 -0.802 2.558 -3.340
H9 -1.459 0.977 -3.819
H10 -0.055 1.686 -4.638
O1 -4.213 -2.272 1.659
H11 -3.419 -2.100 1.136
H12 -3.898 -3.000 2.206
O2 1.822 3.228 4.686
H13 1.181 2.550 4.892
H14 2.533 3.251 5.323
O3 -1.570 -0.668 1.263
H15 -1.088 0.143 1.048
H16 -1.416 -0.748 2.214
O4 -0.590 -1.320 5.469
H17 -0.221 -2.216 5.489
H18 -0.596 -1.134 6.418

For the total energy, the calculation gives -464.12738 hartree. The energy relative to the best compared isomer or geometry (same formula, charge and spin) is 18.9 kcal/mol. For the largest force on an atom, the calculation gives 0.03929 hartree/bohr. The orbital gap is 11.348 eV. The HOMO energy comes out at -11.062 eV.